1.
{"formula": "C30H45Br2N5O2", "method": "ωB97M-V with the def2-TZVPD basis set", "species": ["C", "C", "C", "O", "C", "H", "H", "H", "H", "H", "H", "H", "H", "C", "C", "C", "O", "C", "H", "H", "H", "H", "H", "H", "H", "H", "Br", "C", "C", "Br", "H", "H", "H", "H", "N", "C", "C", "C", "C", "H", "H", "H", "H", "H", "N", "C", "C", "C", "C", "H", "H", "H", "H", "H", "N", "C", "C", "C", "C", "H", "H", "H", "H", "H", "N", "C", "C", "C", "C", "H", "H", "H", "H", "H", "N", "C", "C", "C", "C", "H", "H", "H", "H", "H"], "coordinates": [[0.30740, -1.55898, 0.60537], [-0.58856, -0.35440, 0.60762], [-0.42416, 0.35634, -0.70222], [0.33897, -0.42205, -1.57516], [0.76302, -1.59921, -0.87672], [-0.02252, -2.42841, 1.17401], [1.17669, -1.31789, 1.21718], [-0.60203, 0.27523, 1.49728], [-1.64339, -0.62114, 0.54209], [-0.04723, 1.36276, -0.52021], [-1.38327, 0.62076, -1.14751], [1.83391, -1.76647, -0.99207], [0.19597, -2.41663, -1.32210], [0.58324, 1.31224, -3.32285], [-0.35084, 2.28099, -3.98897], [0.07994, 3.63841, -3.41674], [1.37293, 3.49192, -2.86380], [1.87543, 2.18999, -3.14169], [0.90398, 0.37817, -3.78409], [0.08891, 1.16672, -2.36234], [-1.40736, 2.06940, -3.82435], [-0.22053, 2.23163, -5.07003], [-0.68165, 3.93907, -2.69725], [0.13425, 4.38225, -4.21163], [2.52627, 1.85332, -2.33474], [2.35820, 2.07052, -4.11161], [-1.03979, -6.97467, 0.58529], [-1.47209, -5.75020, 1.97725], [-0.53611, -4.47814, 1.97805], [-1.08423, -3.44939, 0.34317], [-1.30058, -6.34479, 2.87454], [-2.52071, -5.55124, 1.75613], [0.53325, -4.67986, 1.91575], [-0.78995, -3.93223, 2.88671], [3.60059, -1.72781, -0.98326], [3.56216, -2.93168, -0.45748], [3.38598, -3.80712, -1.53835], [3.56805, -3.12498, -2.64851], [3.59935, -1.78323, -2.28856], [3.58585, -0.82721, -0.52632], [3.62509, -2.99692, 0.61871], [3.24222, -4.87381, -1.44935], [3.69826, -3.52926, -3.64149], [3.66620, -0.83965, -2.80972], [-4.26282, -0.18066, 2.23677], [-4.96885, -1.21981, 2.83319], [-4.74997, -2.44641, 2.23381], [-3.67230, -2.12099, 1.36697], [-3.49278, -0.75142, 1.32120], [-4.28979, 0.78982, 2.51521], [-5.63468, -0.98029, 3.64909], [-5.18583, -3.39238, 2.51941], [-3.24836, -2.85255, 0.69503], [-2.82579, -0.13049, 0.74156], [1.07401, 3.60560, -0.26519], [-0.15247, 3.87344, -0.86273], [-1.08546, 3.03937, -0.39065], [-0.48624, 2.31164, 0.68657], [0.85348, 2.67673, 0.72051], [1.89518, 4.18074, -0.38767], [-0.26238, 4.54014, -1.70525], [-2.13852, 2.94523, -0.61111], [-1.08091, 1.72537, 1.37144], [1.64211, 2.37226, 1.39264], [4.25835, 0.72907, 0.46381], [2.93316, 0.81359, 0.52717], [2.56091, 1.20544, -0.73479], [3.66632, 1.03784, -1.67771], [4.71232, 0.74335, -0.86412], [4.89697, 0.74076, 1.24620], [2.40688, 0.86885, 1.46864], [1.61468, 1.60551, -1.06796], [3.67659, 1.31242, -2.72217], [5.78150, 0.76972, -1.01434], [-3.16208, 2.06977, 4.34845], [-3.93381, 2.28807, 3.24140], [-3.28395, 1.93300, 2.11330], [-2.10215, 1.33674, 2.52263], [-2.04238, 1.48838, 3.87723], [-3.30434, 2.45731, 5.27023], [-4.87977, 2.77484, 3.42743], [-3.60578, 2.17045, 1.11008], [-1.37851, 0.86557, 1.87398], [-1.23358, 1.27172, 4.55937]], "atomic_forces_ev_per_a": [[4.38, 4.06, 1.47], [-1.35, -1.28, -0.42], [0.15, 0.29, -0.39], [0.52, -2.03, 1.60], [-0.96, -1.46, 0.11], [1.87, 2.79, 0.15], [0.84, 0.76, -0.08], [2.66, -2.13, -1.18], [1.47, -1.16, 0.26], [0.82, -1.95, -1.36], [-0.57, -0.45, -0.27], [-1.52, 0.22, -0.01], [0.44, -0.18, -0.46], [0.85, 1.34, 1.10], [0.16, -0.08, -1.57], [-0.58, -0.55, -2.47], [0.15, 0.23, -0.52], [-2.70, -0.44, -0.59], [-0.77, 0.02, -0.13], [0.93, 0.24, -1.03], [0.01, -0.03, 0.26], [0.04, 0.31, -0.23], [0.21, -0.48, -1.72], [-0.08, 0.20, -0.08], [-2.54, 2.29, -2.38], [0.62, 0.73, -0.36], [0.47, -0.65, -0.79], [1.20, 0.69, 0.08], [-1.99, -0.83, -0.69], [-4.35, -7.38, -1.63], [-0.32, 0.36, 0.18], [0.25, 0.49, 0.65], [-0.23, -0.15, -0.11], [0.08, 0.42, -0.23], [1.50, 1.81, 0.96], [-0.77, -1.75, 1.14], [0.56, -3.01, 4.68], [-0.15, 2.62, -4.03], [0.72, 0.26, -2.93], [-0.01, -1.01, 0.24], [-0.30, -0.57, -0.09], [0.21, -0.01, 0.05], [-0.39, 0.14, -0.03], [-0.01, -0.70, -0.44], [-2.91, -4.43, 1.54], [-1.50, 0.74, 0.58], [1.26, 2.18, 0.90], [-0.65, -0.96, -1.90], [0.53, -0.69, -0.80], [-0.70, -1.21, 0.01], [-0.10, 0.03, 0.00], [0.16, 0.09, -0.13], [-0.29, 0.56, 0.18], [-1.34, -0.25, 0.05], [-1.65, 0.80, 0.58], [1.49, 1.05, 0.26], [-0.91, 0.31, 2.04], [1.26, 3.60, 0.57], [-1.50, 1.03, 1.72], [-0.19, -0.38, -0.11], [0.71, 0.68, 2.18], [0.11, 0.30, -0.42], [2.08, 2.88, -2.23], [-0.57, 0.54, -0.23], [3.39, -1.15, -0.55], [-0.78, 1.87, -0.54], [-0.53, -1.20, -0.99], [1.01, 0.03, 3.02], [1.18, 1.42, 1.76], [-0.21, -0.40, -0.12], [0.28, -0.47, -0.29], [0.35, -0.96, 0.65], [1.24, -1.03, 0.46], [-0.10, -0.35, -0.22], [-0.24, -0.27, -0.87], [-1.47, 3.18, 1.57], [0.63, 2.95, -0.72], [-0.27, -0.01, 2.25], [1.87, -0.75, 0.86], [-0.09, -0.30, -0.29], [-0.07, 0.05, -0.50], [-0.18, -0.42, 0.07], [-2.78, -0.81, 3.06], [-0.03, -0.25, -0.10]], "molar_mass_g_mol": 667.53, "de_lowest_ev": 15.2351, "total_energy_ha": -6741.65973}

2.
{"formula": "C30H45Br37N3O3P2", "method": "ωB97M-V with the def2-TZVPD basis set", "species": ["C", "C", "C", "C", "C", "C", "N", "P", "O", "C", "N", "Br", "C", "C", "C", "C", "C", "C", "C", "C", "N", "C", "C", "C", "P", "O", "O", "H", "H", "H", "H", "H", "H", "H", "H", "H", "H", "H", "H", "H", "H", "H", "H", "H", "H", "H", "H", "H", "H", "H", "H", "H", "H", "H", "H", "H", "H", "H", "H", "H", "C", "Br", "Br", "Br", "H", "C", "Br", "Br", "Br", "H", "C", "Br", "Br", "Br", "H", "C", "Br", "Br", "Br", "H", "C", "Br", "Br", "Br", "H", "C", "Br", "Br", "Br", "H", "C", "Br", "Br", "Br", "H", "C", "Br", "Br", "Br", "H", "C", "Br", "Br", "Br", "H", "C", "Br", "Br", "Br", "H", "C", "Br", "Br", "Br", "H", "C", "Br", "Br", "Br", "H"], "coordinates": [[-0.16593, 1.15736, 0.92813], [-0.07071, 1.44043, -0.63086], [-0.42642, 0.09401, -1.34524], [-0.23819, 0.11579, -2.91176], [0.42406, -1.17596, -3.50876], [-0.07395, -2.50757, -2.87590], [0.81511, -3.68207, -3.19071], [0.21038, -4.86462, -4.36552], [0.83318, -4.61799, -5.69895], [1.97896, -3.82466, -2.62925], [2.33126, -2.78238, -1.68384], [2.24535, -3.43220, 0.06809], [3.63267, -2.13519, -2.02380], [4.38560, -1.55558, -0.79792], [4.08986, -0.20911, -0.35353], [4.79169, 0.38443, 0.74971], [5.81297, -0.34583, 1.47237], [6.58074, 0.28221, 2.66991], [6.10042, -1.69219, 1.05488], [5.40660, -2.26233, -0.07175], [2.88400, -4.88381, -2.80105], [3.55169, -4.93572, -4.14959], [4.95255, -5.65861, -4.13892], [5.87861, -5.25832, -2.93031], [2.35099, -6.42153, -2.12564], [2.70716, -7.67666, -3.15242], [3.23949, -6.74364, -0.73890], [0.48626, 0.26856, 1.12932], [0.10583, 2.03714, 1.54473], [-1.20651, 0.80064, 1.13886], [0.97451, 1.76404, -0.83217], [-0.84450, 2.18725, -0.90150], [0.28919, -0.67053, -0.93953], [-1.48257, -0.21185, -1.14052], [0.46718, 0.95601, -3.13402], [-1.18087, 0.39670, -3.44239], [0.17361, -1.18724, -4.60147], [1.52489, -1.04792, -3.44855], [-1.07710, -2.73435, -3.31145], [-0.19799, -2.49164, -1.77434], [0.30004, -6.21583, -3.94796], [-1.22500, -4.57710, -4.50596], [3.46121, -1.25687, -2.69851], [4.35755, -2.79316, -2.55512], [3.31867, 0.35628, -0.91816], [4.55840, 1.42287, 1.06269], [6.25092, -0.18258, 3.62376], [6.38987, 1.38040, 2.67115], [7.67250, 0.10611, 2.54258], [6.86894, -2.26412, 1.60218], [5.63589, -3.29935, -0.40295], [3.71978, -3.89380, -4.49796], [2.92541, -5.51513, -4.87182], [5.43347, -5.37650, -5.10611], [4.85450, -6.76945, -4.17396], [6.41701, -6.18248, -2.61389], [5.30167, -4.86377, -2.06804], [6.62770, -4.52338, -3.31671], [2.87336, -8.44009, -2.56043], [2.91415, -6.18941, -0.00877], [-2.68002, -3.51142, -7.68808], [-1.57909, -3.91348, -6.13256], [-2.93155, -5.06883, -8.79745], [-4.36149, -2.69757, -7.19018], [-2.13710, -2.78233, -8.28015], [-2.74610, 4.64006, 2.63653], [-3.26356, 2.82075, 3.02804], [-1.38254, 5.27301, 3.84959], [-2.22021, 4.85630, 0.78624], [-3.62209, 5.25871, 2.79164], [-8.36102, -2.58020, -5.94386], [-9.91743, -2.39383, -4.81853], [-8.82731, -3.14145, -7.73175], [-7.28869, -0.97082, -5.95365], [-7.75014, -3.36587, -5.51316], [-2.37950, 3.21384, -4.14662], [-3.57921, 4.18640, -5.30524], [-0.73321, 2.74347, -5.04646], [-2.04712, 4.16442, -2.49977], [-2.87457, 2.28574, -3.88357], [-2.99580, 8.23282, -2.73184], [-4.20395, 9.20025, -3.88747], [-1.35123, 7.77514, -3.63682], [-2.66490, 9.18154, -1.08126], [-3.48398, 7.30039, -2.47025], [8.64497, -7.72469, -0.05699], [8.02046, -8.66064, -1.62989], [10.57083, -7.73613, 0.06638], [7.93180, -5.93004, 0.03974], [8.26704, -8.26337, 0.80419], [5.27520, -4.43265, 4.20616], [6.02317, -3.03325, 5.30735], [4.86672, -3.79439, 2.42000], [6.40505, -5.99802, 4.17220], [4.33678, -4.72803, 4.66132], [-9.31040, -3.60821, -0.85615], [-9.25438, -4.47378, 0.86930], [-8.66214, -1.78981, -0.77006], [-8.37999, -4.63559, -2.20292], [-10.35121, -3.56119, -1.15537], [-5.78547, 6.48895, 5.89835], [-6.34423, 4.67588, 6.25994], [-4.36818, 7.05334, 7.08260], [-5.31340, 6.74035, 4.03983], [-6.63754, 7.12956, 6.09510], [-3.76121, 10.39683, 9.57381], [-2.63163, 11.80279, 10.26470], [-4.46889, 9.28376, 10.98351], [-5.16357, 11.09424, 8.44027], [-3.13701, 9.76430, 8.95406], [0.32215, 7.84098, 6.35552], [-1.19908, 8.67937, 7.20417], [1.98721, 8.61067, 6.96042], [0.30410, 5.91942, 6.57799], [0.24619, 8.04186, 5.29284], [-8.90664, 9.31529, 12.30661], [-8.03919, 9.12785, 14.02317], [-7.97821, 10.57121, 11.17047], [-9.14950, 7.60700, 11.43510], [-9.89413, 9.72141, 12.49149]], "atomic_forces_ev_per_a": [[-0.30, -0.63, -1.10], [-0.77, -1.00, 1.26], [0.66, 0.02, -0.74], [0.42, 0.46, 0.57], [-0.34, 0.41, -0.56], [-0.68, 0.46, -0.10], [0.08, -0.61, 0.39], [0.34, -0.48, -2.00], [0.90, -0.56, 1.79], [0.77, 0.28, 1.57], [0.08, 0.00, -1.16], [-0.34, -0.37, -0.16], [1.87, 0.96, 0.51], [0.65, 1.28, 1.45], [0.82, -0.83, 0.32], [0.32, -1.26, -0.23], [-0.58, -0.49, -0.86], [-0.40, -0.11, -0.98], [-0.80, 1.53, -1.35], [-0.23, 0.66, -0.20], [0.11, -0.33, -1.25], [1.26, -0.75, -1.10], [-0.06, 0.22, 0.46], [0.19, -0.45, -1.03], [-2.57, -0.57, 2.38], [0.94, 1.25, 1.28], [0.27, 0.07, -1.87], [-0.26, 0.91, 0.17], [-0.21, -0.64, -0.30], [0.78, 0.58, 0.11], [-0.81, -0.05, -0.35], [0.88, -0.13, 0.05], [-0.72, 0.45, -0.15], [0.88, 0.18, 0.25], [-0.56, -0.72, 0.04], [0.65, -0.51, 0.48], [0.31, -0.20, 0.81], [-0.70, -0.39, 0.19], [0.79, 0.01, 0.34], [0.26, 0.16, -0.71], [0.28, 0.56, 0.58], [1.44, -0.74, 2.46], [-0.30, -0.84, 0.46], [-0.72, 0.01, 0.41], [0.60, -0.27, 0.58], [0.14, -0.83, -0.31], [0.19, 0.38, -0.56], [0.19, -0.83, 0.24], [-0.74, 0.13, 0.16], [-0.47, 0.44, -0.61], [-0.02, 0.80, 0.35], [-0.41, -0.66, 0.12], [0.34, 0.91, 0.44], [-0.36, -0.18, 0.71], [-0.28, 0.92, 0.09], [-0.28, 0.92, -0.04], [0.45, -0.24, -0.54], [-0.55, -0.43, 0.76], [0.09, 0.15, -0.49], [0.03, -0.14, -0.30], [-0.38, 0.19, -0.23], [-2.85, 1.52, -3.47], [0.08, 0.18, 0.26], [0.20, -0.09, -0.02], [-0.01, -0.08, 0.11], [0.07, 0.04, -0.02], [0.08, 0.22, -0.05], [-0.35, -0.24, -0.26], [-0.02, -0.02, 0.27], [0.15, -0.14, -0.03], [-0.04, -0.14, 0.04], [0.10, 0.11, -0.23], [0.06, 0.11, 0.22], [-0.12, -0.12, -0.01], [-0.06, 0.10, -0.03], [-0.10, 0.01, -0.07], [0.19, -0.09, 0.15], [-0.19, 0.33, -0.13], [-0.08, -0.10, -0.33], [0.06, 0.10, -0.02], [-0.04, -0.05, 0.00], [0.17, -0.10, 0.14], [-0.15, 0.13, 0.07], [-0.02, -0.10, -0.20], [0.06, 0.09, -0.04], [0.08, -0.04, 0.06], [0.07, 0.12, 0.14], [-0.27, 0.03, -0.06], [0.08, -0.13, 0.04], [0.02, 0.07, -0.11], [-0.19, -0.24, 0.13], [-0.06, -0.14, -0.22], [-0.27, -0.79, 1.00], [-0.10, 0.22, -0.05], [0.13, 0.04, -0.01], [-0.05, 0.05, 0.02], [0.03, 0.11, -0.22], [-0.04, -0.22, -0.02], [0.02, 0.00, 0.21], [0.12, -0.01, 0.02], [-0.07, -0.01, 0.23], [0.12, 0.21, -0.09], [-0.18, -0.18, -0.23], [-0.13, 0.10, 0.20], [0.09, -0.06, -0.07], [0.00, -0.02, 0.07], [-0.16, -0.16, -0.09], [0.18, 0.09, -0.17], [0.13, -0.06, 0.12], [-0.08, 0.07, 0.07], [0.12, 0.03, 0.03], [0.28, -0.06, -0.12], [-0.22, -0.11, -0.05], [0.12, 0.31, 0.21], [-0.04, -0.03, 0.12], [-0.03, 0.06, 0.00], [-0.06, 0.00, -0.22], [-0.17, -0.13, 0.12], [0.07, 0.18, 0.09], [0.11, -0.07, -0.01]], "charge": 1, "molar_mass_g_mol": 3514.10, "total_energy_ha": -97480.83026}